1.
{
  "formula": "C19H23Cl2N3O2P2",
  "method": "ωB97M-V/def2-TZVPD",
  "gap_ha": 0.255,
  "charge": 0,
  "e_lumo_ev": -1.2,
  "symbols": ["C", "O", "C", "C", "C", "C", "C", "C", "Cl", "C", "P", "N", "C", "P", "O", "Cl", "C", "N", "C", "C", "N", "C", "H", "H", "H", "H", "H", "H", "H", "H", "H", "H", "H", "H", "H", "H", "H", "H", "H", "C", "C", "C", "C", "C", "C", "H", "H", "H", "H", "H", "H"],
  "xyz": [[3.21, 2.43, -1.42], [1.95, 2.72, -2.01], [0.94, 1.76, -1.72], [0.92, 1.26, -0.28], [0.60, 2.13, 0.72], [0.24, 3.56, 0.36], [-1.25, 3.68, -0.08], [-2.19, 2.69, 0.66], [-1.84, 5.37, 0.16], [0.59, 1.64, 2.07], [0.18, 2.81, 3.47], [-0.98, 2.36, 4.43], [0.90, 0.33, 2.35], [0.91, -0.17, 4.15], [0.95, -1.80, 4.26], [2.82, 0.37, 4.84], [1.21, -0.55, 1.28], [1.48, -1.86, 1.59], [1.73, -2.62, 0.56], [1.75, -2.12, -0.76], [1.53, -0.89, -1.12], [1.23, -0.10, -0.04], [3.40, 1.36, -1.31], [3.30, 2.99, -0.48], [3.97, 2.83, -2.09], [-0.02, 2.26, -1.91], [1.01, 0.96, -2.46], [0.87, 3.97, -0.43], [0.33, 4.23, 1.21], [-1.38, 3.48, -1.14], [-1.94, 2.64, 1.72], [-3.21, 3.04, 0.51], [-2.10, 1.72, 0.17], [-0.18, 4.07, 2.93], [1.42, 2.99, 4.14], [-1.35, 1.47, 4.13], [0.13, -2.20, 3.95], [1.93, -3.67, 0.73], [1.97, -2.84, -1.56], [-3.38, -4.76, -2.33], [-2.82, -3.68, -1.66], [-1.53, -3.28, -1.96], [-0.79, -3.95, -2.93], [-1.35, -5.04, -3.60], [-2.65, -5.44, -3.30], [-4.39, -5.08, -2.10], [-3.39, -3.16, -0.91], [-1.09, -2.43, -1.45], [0.21, -3.63, -3.17], [-0.78, -5.56, -4.35], [-3.09, -6.28, -3.81]]
}


2.
{
  "formula": "C3H3F2N5O2",
  "method": "ωB97M-V/def2-TZVPD",
  "gap_ha": 0.312,
  "charge": 0,
  "de_lowest_kj_mol": 316.3,
  "e_lumo_ev": -2.3,
  "symbols": ["C", "C", "C", "N", "N", "N", "N", "N", "O", "O", "F", "F", "H", "H", "H"],
  "xyz": [[-0.20, 0.55, -0.62], [-1.63, -1.44, 0.04], [1.98, 0.19, 0.25], [-0.32, 1.57, -1.41], [-1.52, 1.42, -1.94], [-2.11, 0.36, -1.51], [-1.29, -0.24, -0.66], [1.85, 0.93, 1.50], [1.18, 0.38, 2.35], [2.36, 2.01, 1.55], [2.03, -1.13, 0.39], [2.85, 0.63, -0.62], [-0.73, -1.97, 0.34], [-2.22, -1.19, 0.93], [-2.24, -2.06, -0.62]]
}